No. 1
Below is the ion C15H22NO4 with charge +1, with properties calculated with ωB97M-V/def2-TZVPD.

CARTESIAN COORDINATES (ANGSTROEM)
1 C 5.45 1.28 -0.87
2 C 4.18 1.56 -0.12
3 O 3.90 2.64 0.33
4 C 3.23 0.41 0.05
5 C 3.15 -0.66 -0.84
6 C 2.21 -1.65 -0.66
7 C 1.34 -1.59 0.42
8 O 0.38 -2.56 0.68
9 C -0.46 -2.98 -0.38
10 C -1.73 -2.11 -0.34
11 O -2.16 -1.95 0.99
12 C -1.47 -0.69 -0.92
13 N -2.44 0.24 -0.30
14 C -1.92 1.60 -0.08
15 C -2.96 2.42 0.70
16 O -4.18 2.46 -0.01
17 C -4.70 1.17 -0.20
18 C -3.73 0.31 -1.02
19 C 1.43 -0.55 1.34
20 C 2.37 0.45 1.14
21 H 5.89 0.34 -0.54
22 H 5.23 1.20 -1.94
23 H 6.15 2.10 -0.72
24 H 3.82 -0.72 -1.68
25 H 2.16 -2.48 -1.35
26 H -0.72 -4.02 -0.17
27 H 0.02 -2.91 -1.36
28 H -2.54 -2.60 -0.89
29 H -1.41 -2.19 1.57
30 H -1.57 -0.68 -2.01
31 H -0.46 -0.37 -0.65
32 H -2.61 -0.22 0.63
33 H -0.98 1.56 0.49
34 H -1.73 2.07 -1.05
35 H -2.63 3.45 0.80
36 H -3.11 1.98 1.70
37 H -5.64 1.30 -0.75
38 H -4.92 0.69 0.76
39 H -4.14 -0.70 -1.14
40 H -3.56 0.76 -1.99
41 H 0.78 -0.54 2.20
42 H 2.44 1.28 1.83

Calculated values
Orbital gap: 9.693 eV
SMILES: CC(=O)c1ccc(OC[C@@H](O)C[NH+]2CCOCC2)cc1
Total charge: +1
LUMO energy: -2.4 eV
Energy relative to the best compared isomer or geometry (same formula, charge and spin): 108.97 kJ/mol
E_HOMO: -12.1 eV

***

No. 2
Below is an isolated molecule of C15H22O5, with properties calculated with ωB97M-V/def2-TZVPD.

CARTESIAN COORDINATES (ANGSTROEM)
1 C 5.00 1.51 0.66
2 O 3.78 1.64 -0.04
3 C 2.68 1.90 0.80
4 C 1.51 2.39 -0.07
5 C 1.32 1.61 -1.36
6 O 0.38 2.12 -2.26
7 C 0.08 0.89 -1.66
8 C 0.03 -0.31 -2.60
9 O -1.14 -0.26 -3.39
10 C 0.05 -1.63 -1.82
11 O -0.68 -1.60 -0.62
12 C -2.08 -1.72 -0.79
13 C -2.81 -1.43 0.49
14 C -4.18 -1.62 0.55
15 C -4.88 -1.35 1.71
16 C -4.21 -0.87 2.82
17 C -2.85 -0.67 2.77
18 C -2.14 -0.95 1.61
19 O 2.38 0.82 1.64
20 C 2.08 -0.41 1.00
21 H 4.95 0.72 1.41
22 H 5.27 2.45 1.15
23 H 5.75 1.26 -0.09
24 H 2.93 2.70 1.51
25 H 0.60 2.37 0.53
26 H 1.72 3.42 -0.35
27 H 2.24 1.27 -1.82
28 H -0.73 0.92 -0.94
29 H 0.91 -0.28 -3.26
30 H -1.20 0.62 -3.78
31 H 1.08 -1.86 -1.53
32 H -0.32 -2.42 -2.48
33 H -2.42 -1.02 -1.57
34 H -2.32 -2.74 -1.14
35 H -4.70 -2.00 -0.32
36 H -5.95 -1.51 1.74
37 H -4.76 -0.65 3.73
38 H -2.32 -0.30 3.64
39 H -1.08 -0.80 1.57
40 H 1.07 -0.41 0.58
41 H 2.16 -1.17 1.78
42 H 2.80 -0.62 0.21

Calculated values
Orbital gap: 9.825 eV
SMILES: COC(C[C@@H]1O[C@H]1[C@H](O)COCc1ccccc1)OC
Total charge: 0
LUMO energy: 0.8 eV
Energy relative to the best compared isomer or geometry (same formula, charge and spin): 344.86 kJ/mol
E_HOMO: -9.0 eV

***

No. 3
Below is a structure of composition C15H22O6PdS2, with properties calculated with ωB97M-V/def2-TZVPD.

CARTESIAN COORDINATES (ANGSTROEM)
1 Pd 0.32 -0.34 0.74
2 C 0.03 6.39 -0.95
3 O 1.39 6.00 -0.67
4 C 1.65 4.76 -0.33
5 C 3.04 4.49 -0.09
6 C 3.44 3.25 0.26
7 C 2.51 2.18 0.41
8 C 2.97 0.92 0.86
9 C 4.43 0.61 1.00
10 O 2.23 -0.06 1.22
11 C 1.12 2.45 0.10
12 O 0.21 1.54 0.07
13 C 0.71 3.75 -0.22
14 H 0.08 7.44 -1.19
15 H -0.59 6.24 -0.06
16 H -0.36 5.83 -1.79
17 H 3.74 5.31 -0.18
18 H 4.49 3.08 0.46
19 H 4.96 0.82 0.07
20 H 4.56 -0.43 1.28
21 H 4.87 1.24 1.78
22 H -0.33 3.91 -0.44
23 C -2.40 -1.25 -0.55
24 O -1.80 -0.39 0.44
25 C -2.49 -0.40 1.70
26 C -1.83 0.63 2.57
27 O -0.45 0.23 2.70
28 C 0.32 1.12 3.54
29 H -3.43 -0.92 -0.70
30 H -2.38 -2.29 -0.20
31 H -1.84 -1.13 -1.47
32 H -2.42 -1.40 2.14
33 H -3.53 -0.15 1.53
34 H -2.29 0.65 3.56
35 H -1.88 1.62 2.12
36 H -0.11 1.13 4.54
37 H 0.32 2.13 3.12
38 H 1.33 0.72 3.57
39 C 1.89 -4.25 -1.97
40 O 1.38 -4.02 -0.61
41 C 1.03 -2.86 -0.23
42 S 0.41 -2.56 1.32
43 S 1.08 -1.41 -1.14
44 H 1.72 -5.30 -2.16
45 H 2.95 -4.01 -1.97
46 H 1.34 -3.64 -2.68

Calculated values
Orbital gap (alpha / beta): 5.356 / 5.353 eV
Total charge: +2
LUMO energy (alpha / beta): -9.1 / -9.1 eV
Energy relative to the best compared isomer or geometry (same formula, charge and spin): 1.72 kJ/mol
E_HOMO (alpha / beta): -14.5 / -14.5 eV